1.
# C25H57NO11P

4 unconnected molecules or ions with the total composition C25H57NO11P at a distorted geometry (the ωB97M-V functional and the def2-TZVPD basis, OMol25).

Calculated values
HOMO-LUMO gap = 0.2836 hartree
Molecular weight = 578.7 g mol⁻¹
Charge = +1
LUMO level = -0.09869 Ha

Atoms and positions in Å:
C (-2.033, 0.287, -3.159)
C (-1.205, 1.235, -2.276)
O (0.136, 1.216, -2.796)
P (1.356, 1.528, -1.820)
O (2.598, 0.967, -2.384)
C (1.535, 3.318, -1.637)
C (2.945, 3.681, -1.187)
C (3.222, 3.471, 0.321)
C (4.035, 2.165, 0.543)
C (5.230, 2.330, 1.500)
C (6.131, 3.510, 1.174)
N (5.382, 4.649, 0.548)
C (3.935, 4.699, 0.894)
C (3.736, 4.983, 2.382)
C (3.839, 6.478, 2.604)
O (4.748, 7.102, 2.088)
O (2.846, 7.078, 3.294)
O (1.058, 1.003, -0.333)
C (1.536, -0.339, -0.049)
C (1.367, -0.659, 1.424)
H (-1.886, -0.718, -2.773)
H (-3.077, 0.562, -3.197)
H (-1.560, 0.309, -4.136)
H (-1.667, 2.218, -2.328)
H (-1.252, 0.877, -1.252)
H (1.372, 3.735, -2.629)
H (0.786, 3.746, -0.972)
H (3.662, 3.123, -1.783)
H (3.086, 4.732, -1.452)
H (2.270, 3.381, 0.834)
H (4.394, 1.766, -0.399)
H (3.371, 1.457, 1.025)
H (5.815, 1.417, 1.487)
H (4.822, 2.428, 2.504)
H (6.892, 3.201, 0.462)
H (6.660, 3.855, 2.055)
H (5.441, 4.561, -0.465)
H (5.815, 5.541, 0.799)
H (3.541, 5.559, 0.358)
H (2.772, 4.597, 2.697)
H (4.492, 4.481, 2.983)
H (2.667, 6.641, 4.133)
H (2.590, -0.404, -0.289)
H (0.963, -1.049, -0.637)
H (1.862, 0.077, 2.052)
H (0.337, -0.828, 1.713)
H (1.918, -1.589, 1.565)
C (2.014, 2.035, -5.580)
O (1.934, 3.034, -6.585)
C (2.663, 2.715, -7.759)
C (1.796, 2.097, -8.836)
O (1.238, 0.856, -8.440)
C (-0.084, 0.956, -7.944)
H (1.181, 2.184, -4.897)
H (1.949, 1.028, -5.993)
H (2.952, 2.131, -5.022)
H (3.498, 2.049, -7.517)
H (3.079, 3.650, -8.144)
H (2.421, 1.905, -9.712)
H (1.007, 2.794, -9.136)
H (-0.800, 1.014, -8.771)
H (-0.212, 1.828, -7.298)
H (-0.289, 0.056, -7.365)
C (-2.780, -0.974, 0.782)
O (-2.432, -1.920, 1.768)
C (-3.490, -2.230, 2.666)
C (-4.238, -3.487, 2.276)
O (-4.886, -3.363, 1.022)
C (-4.149, -3.906, -0.059)
H (-2.061, -1.058, -0.036)
H (-3.784, -1.136, 0.384)
H (-2.719, 0.042, 1.192)
H (-4.181, -1.385, 2.741)
H (-3.039, -2.384, 3.650)
H (-5.012, -3.669, 3.027)
H (-3.566, -4.351, 2.278)
H (-4.276, -4.992, -0.101)
H (-3.084, -3.674, 0.016)
H (-4.541, -3.472, -0.978)
C (-3.697, -6.263, 5.061)
O (-4.900, -5.592, 5.395)
C (-6.061, -6.256, 4.917)
C (-6.706, -7.139, 5.965)
O (-5.864, -8.201, 6.377)
C (-5.153, -7.934, 7.573)
H (-2.916, -5.905, 5.730)
H (-3.784, -7.345, 5.169)
H (-3.412, -6.030, 4.028)
H (-5.822, -6.840, 4.023)
H (-6.777, -5.481, 4.630)
H (-7.602, -7.589, 5.527)
H (-7.020, -6.542, 6.826)
H (-5.793, -8.103, 8.444)
H (-4.773, -6.911, 7.602)
H (-4.311, -8.623, 7.617)

***

2.
# C25H58LiN2O21P

A molecular structure, C25H58LiN2O21P at a distorted geometry (the ωB97M-V functional and the def2-TZVPD basis, OMol25).

Calculated values
HOMO-LUMO gap = 0.2516 hartree
Molecular weight = 760.6 g mol⁻¹
LUMO level = 0.00805 Ha

Atoms and positions in Å:
C (19.480, -49.008, -29.271)
N (20.906, -48.633, -29.562)
C (21.477, -49.714, -30.466)
C (20.807, -47.275, -30.052)
C (21.643, -48.772, -28.251)
C (23.214, -48.718, -28.334)
O (23.848, -48.367, -27.108)
H (18.942, -48.340, -28.503)
H (19.438, -50.052, -28.767)
H (19.112, -49.251, -30.190)
H (21.339, -50.518, -29.980)
H (22.576, -49.666, -30.555)
H (20.769, -49.698, -31.424)
H (20.204, -47.076, -30.848)
H (21.925, -47.140, -30.193)
H (20.395, -46.510, -29.421)
H (21.473, -49.543, -27.459)
H (21.491, -47.994, -27.709)
H (23.445, -47.688, -28.945)
H (23.854, -49.607, -28.608)
H (23.638, -47.469, -26.790)
C (27.204, -45.844, -26.152)
N (26.882, -44.699, -26.963)
C (28.193, -44.002, -27.309)
C (26.228, -45.303, -28.178)
C (25.984, -43.870, -26.102)
C (25.432, -42.662, -26.872)
O (24.366, -41.975, -26.089)
H (27.986, -45.418, -25.338)
H (27.710, -46.667, -26.708)
H (26.206, -46.475, -25.709)
H (28.715, -43.600, -26.382)
H (27.973, -43.243, -28.063)
H (28.899, -44.470, -27.816)
H (25.922, -44.536, -28.921)
H (25.329, -45.930, -27.808)
H (26.730, -45.924, -28.854)
H (26.459, -43.555, -25.095)
H (25.071, -44.463, -25.805)
H (24.923, -43.081, -27.590)
H (26.189, -41.833, -27.076)
H (23.802, -42.689, -25.866)
Li (22.074, -45.517, -25.273)
P (22.470, -44.895, -27.298)
O (21.161, -45.426, -26.958)
O (23.347, -46.024, -26.573)
O (22.659, -43.921, -26.240)
O (22.827, -44.592, -28.621)
C (22.719, -41.007, -35.062)
O (22.095, -41.890, -34.099)
C (22.006, -41.654, -32.833)
O (22.551, -40.689, -32.344)
O (21.518, -42.656, -32.008)
C (21.570, -42.504, -30.646)
H (22.291, -40.090, -35.011)
H (22.720, -41.386, -36.151)
H (23.746, -40.857, -34.620)
H (20.993, -41.573, -30.389)
H (22.607, -42.349, -30.268)
H (21.043, -43.277, -30.022)
C (23.304, -45.025, -31.759)
O (23.568, -46.336, -32.028)
C (24.767, -46.876, -32.474)
O (25.681, -46.035, -32.682)
O (24.894, -48.112, -32.717)
C (26.070, -48.530, -33.452)
H (22.220, -45.031, -31.257)
H (23.816, -44.450, -32.703)
H (24.181, -44.929, -30.943)
H (26.223, -48.052, -34.480)
H (25.858, -49.409, -33.555)
H (26.985, -48.585, -32.880)
C (18.405, -43.861, -29.171)
O (17.178, -44.444, -29.003)
C (16.976, -45.616, -29.548)
O (17.645, -46.321, -30.292)
O (15.869, -46.134, -29.071)
C (15.566, -47.546, -29.451)
H (19.274, -44.641, -28.950)
H (18.429, -42.776, -28.717)
H (18.731, -43.818, -30.299)
H (16.383, -48.159, -29.100)
H (15.598, -47.422, -30.451)
H (14.590, -47.937, -28.989)
C (17.841, -38.202, -28.080)
O (18.359, -39.179, -27.215)
C (19.330, -39.995, -27.508)
O (19.624, -40.084, -28.721)
O (19.835, -40.649, -26.523)
C (20.848, -41.622, -26.724)
H (18.711, -37.474, -28.680)
H (17.171, -37.610, -27.562)
H (17.138, -38.854, -28.845)
H (20.741, -42.086, -27.813)
H (20.844, -42.495, -26.095)
H (21.713, -41.154, -26.705)
C (17.482, -50.624, -23.842)
O (17.540, -49.202, -23.912)
C (17.835, -48.484, -25.118)
O (17.915, -49.029, -26.218)
O (18.241, -47.296, -24.835)
C (18.711, -46.401, -25.946)
H (18.575, -50.813, -24.079)
H (16.982, -50.953, -24.690)
H (17.439, -50.847, -22.654)
H (18.000, -46.307, -26.843)
H (19.581, -46.880, -26.268)
H (19.182, -45.612, -25.467)

***

3.
# C25H59N2O6P

3 unconnected molecules or ions with the total composition C25H59N2O6P at a distorted geometry (the ωB97M-V functional and the def2-TZVPD basis, OMol25).

Calculated values
HOMO-LUMO gap = 0.2974 hartree
Molecular weight = 514.7 g mol⁻¹
SMILES = COCCCC[PH](CCCCO)(CCCCOC)C[C@@H]1CO1.COC[C@@H](C)N.COC[C@@H](C)N
LUMO level = 0.01020 Ha

Atoms and positions in Å:
C (7.788, 2.880, 4.138)
O (6.506, 3.513, 3.983)
C (5.555, 2.604, 3.370)
C (4.894, 1.674, 4.473)
C (4.378, 0.276, 3.909)
C (2.802, 0.228, 3.715)
P (2.151, -1.209, 2.678)
C (1.233, 0.070, 1.540)
C (2.254, 0.829, 0.547)
C (2.601, -0.016, -0.747)
C (2.723, 0.933, -2.032)
O (3.898, 1.787, -1.915)
C (0.478, -2.030, 2.994)
C (-0.375, -1.233, 4.106)
C (-1.690, -0.549, 3.494)
C (-1.772, 0.984, 3.901)
O (-2.588, 1.666, 2.907)
C (-1.894, 2.818, 2.398)
C (3.143, -2.536, 3.614)
C (2.798, -2.460, 5.262)
C (2.975, -3.930, 6.058)
O (1.592, -3.176, 5.693)
H (8.141, 3.115, 5.192)
H (7.705, 1.757, 4.004)
H (8.586, 3.318, 3.455)
H (4.771, 3.274, 2.895)
H (6.048, 2.019, 2.528)
H (4.008, 2.202, 4.951)
H (5.697, 1.475, 5.248)
H (4.675, -0.503, 4.687)
H (4.926, -0.046, 2.965)
H (2.297, 0.233, 4.738)
H (2.509, 1.226, 3.255)
H (2.876, -1.598, 1.478)
H (0.498, -0.451, 0.838)
H (0.607, 0.794, 2.148)
H (1.732, 1.799, 0.251)
H (3.186, 1.150, 1.117)
H (1.930, -0.902, -0.930)
H (3.653, -0.428, -0.600)
H (1.846, 1.651, -2.108)
H (2.792, 0.270, -2.952)
H (3.581, 2.588, -1.462)
H (-0.192, -2.103, 2.095)
H (0.679, -3.102, 3.318)
H (-0.700, -1.928, 4.941)
H (0.214, -0.406, 4.597)
H (-2.615, -1.072, 3.894)
H (-1.715, -0.673, 2.376)
H (-0.759, 1.480, 4.008)
H (-2.300, 1.056, 4.896)
H (-2.000, 3.731, 3.066)
H (-2.370, 3.049, 1.392)
H (-0.794, 2.614, 2.192)
H (2.853, -3.605, 3.376)
H (4.264, -2.462, 3.534)
H (3.125, -1.497, 5.838)
H (2.359, -4.365, 6.890)
H (3.634, -3.336, 6.822)
C (-0.865, 1.076, -3.999)
O (-1.440, 1.312, -2.724)
C (-2.721, 0.728, -2.532)
C (-2.683, -0.755, -2.118)
C (-2.377, -1.702, -3.274)
N (-1.713, -0.992, -1.039)
H (-1.617, 1.045, -4.792)
H (-0.286, 0.149, -3.986)
H (-0.173, 1.893, -4.211)
H (-3.180, 1.292, -1.714)
H (-3.356, 0.885, -3.412)
H (-3.679, -1.015, -1.743)
H (-1.325, -1.685, -3.564)
H (-2.611, -2.732, -2.993)
H (-2.979, -1.453, -4.152)
H (-1.975, -0.423, -0.236)
H (-0.825, -0.590, -1.339)
C (-3.942, -0.980, -7.054)
O (-4.753, -0.214, -6.179)
C (-5.783, 0.526, -6.823)
C (-7.057, -0.288, -7.121)
C (-6.918, -1.219, -8.321)
N (-7.483, -1.075, -5.957)
H (-3.797, -0.487, -8.020)
H (-4.375, -1.972, -7.195)
H (-2.966, -1.111, -6.583)
H (-6.050, 1.323, -6.123)
H (-5.400, 1.019, -7.725)
H (-7.852, 0.427, -7.358)
H (-6.322, -2.105, -8.097)
H (-7.901, -1.572, -8.643)
H (-6.458, -0.702, -9.167)
H (-7.662, -0.439, -5.182)
H (-6.675, -1.613, -5.644)

***

4.
# C25H59N5O4

4 unconnected molecules or ions with the total composition C25H59N5O4 (the ωB97M-V functional and the def2-TZVPD basis, OMol25).

Calculated values
HOMO-LUMO gap = 0.2786 hartree
Molecular weight = 493.8 g mol⁻¹
SMILES = CCCCN[C@H](CON=O)OC=O.CCN(CC)CC.CCN(CC)CC.CCN(CC)CC
LUMO level = -0.01345 Ha

Atoms and positions in Å:
C (7.163, 0.892, -1.892)
C (6.782, -0.224, -0.916)
C (6.302, -1.519, -1.569)
C (4.862, -1.530, -2.127)
N (4.299, -0.194, -2.415)
C (2.881, -0.109, -2.139)
C (2.343, 1.278, -2.489)
O (2.777, 1.654, -3.789)
N (3.888, 2.569, -3.696)
O (4.651, 2.369, -4.541)
O (2.582, -0.399, -0.771)
C (3.211, 0.333, 0.173)
O (2.925, 0.233, 1.324)
H (7.894, 1.559, -1.432)
H (6.306, 1.500, -2.176)
H (7.629, 0.480, -2.789)
H (6.052, 0.133, -0.188)
H (7.673, -0.475, -0.334)
H (7.001, -1.794, -2.363)
H (6.357, -2.315, -0.823)
H (4.864, -2.124, -3.048)
H (4.207, -2.056, -1.435)
H (4.398, -0.024, -3.410)
H (2.297, -0.850, -2.699)
H (2.655, 2.029, -1.759)
H (1.253, 1.246, -2.505)
H (3.992, 1.001, -0.211)
C (2.105, 0.840, -7.043)
C (0.901, 1.457, -7.737)
N (-0.240, 0.559, -7.796)
C (-1.298, 1.024, -8.675)
C (-2.035, 2.316, -8.299)
C (-0.666, 0.004, -6.521)
C (-1.041, 0.982, -5.399)
H (2.382, -0.107, -7.509)
H (2.958, 1.516, -7.107)
H (1.913, 0.667, -5.985)
H (1.170, 1.706, -8.767)
H (0.666, 2.412, -7.241)
H (-2.026, 0.215, -8.779)
H (-0.855, 1.155, -9.667)
H (-2.720, 2.169, -7.465)
H (-2.626, 2.660, -9.150)
H (-1.342, 3.117, -8.037)
H (0.134, -0.643, -6.153)
H (-1.507, -0.665, -6.721)
H (-0.312, 1.790, -5.309)
H (-1.064, 0.452, -4.444)
H (-2.024, 1.428, -5.546)
C (-1.902, 1.995, 4.098)
C (-2.750, 1.135, 3.174)
N (-2.394, 1.271, 1.774)
C (-3.364, 0.674, 0.874)
C (-3.566, -0.845, 0.930)
C (-0.994, 1.023, 1.460)
C (-0.393, -0.336, 1.837)
H (-1.938, 3.044, 3.799)
H (-2.276, 1.917, 5.120)
H (-0.859, 1.676, 4.109)
H (-3.795, 1.439, 3.281)
H (-2.695, 0.090, 3.524)
H (-3.094, 0.961, -0.146)
H (-4.326, 1.157, 1.075)
H (-2.735, -1.387, 0.480)
H (-4.469, -1.115, 0.379)
H (-3.688, -1.201, 1.954)
H (-0.400, 1.803, 1.943)
H (-0.868, 1.192, 0.386)
H (-0.674, -0.641, 2.847)
H (0.695, -0.271, 1.805)
H (-0.695, -1.125, 1.149)
C (-0.831, -1.921, 7.712)
C (-2.078, -1.375, 7.034)
N (-3.108, -2.381, 6.837)
C (-4.180, -1.949, 5.959)
C (-5.070, -0.787, 6.420)
C (-3.518, -3.101, 8.032)
C (-4.055, -2.285, 9.215)
H (-0.439, -2.779, 7.164)
H (-0.060, -1.149, 7.737)
H (-1.020, -2.226, 8.742)
H (-1.793, -0.995, 6.048)
H (-2.438, -0.504, 7.606)
H (-4.812, -2.815, 5.744)
H (-3.728, -1.671, 5.001)
H (-5.768, -1.088, 7.200)
H (-5.663, -0.425, 5.577)
H (-4.483, 0.055, 6.790)
H (-2.663, -3.684, 8.381)
H (-4.265, -3.839, 7.728)
H (-3.436, -1.410, 9.417)
H (-4.052, -2.902, 10.116)
H (-5.078, -1.946, 9.057)

***

5.
# C25H59O7P2PdSbSi2Te

A molecular structure, C25H59O7P2PdSbSi2Te (the ωB97M-V functional and the def2-TZVPD basis, OMol25).

Calculated values
2S+1 = 5
HOMO-LUMO gap (spin up / spin down) = 0.3128 / 0.2367 hartree
Molecular weight = 945.6 g mol⁻¹
Charge = +2
LUMO level (spin up / spin down) = -0.16824 / -0.29900 Ha
⟨S²⟩ = 6.02

Atoms and positions in Å:
Pd (-0.307, 0.814, -1.004)
C (0.525, 2.815, -3.716)
C (1.594, 3.144, -2.682)
O (2.560, 4.003, -3.267)
P (2.539, 1.656, -2.210)
O (3.385, 1.156, -3.437)
O (3.624, 2.131, -1.167)
O (1.699, 0.475, -1.771)
P (0.969, 3.866, -1.083)
O (-0.412, 4.582, -1.400)
O (2.056, 4.733, -0.579)
O (0.649, 2.638, -0.227)
H (0.973, 2.332, -4.584)
H (0.052, 3.740, -4.038)
H (-0.249, 2.161, -3.304)
H (2.860, 4.639, -2.595)
H (3.950, 1.840, -3.831)
H (3.371, 2.898, -0.620)
H (-0.338, 5.541, -1.506)
C (0.166, 3.331, 5.059)
C (0.037, 3.667, 3.578)
C (-1.294, 4.320, 3.225)
Sb (0.356, 1.906, 2.349)
C (2.492, 1.617, 2.198)
C (3.170, 2.984, 2.172)
C (3.076, 0.709, 3.274)
C (-0.596, 0.129, 3.202)
C (-0.042, -0.283, 4.563)
C (-2.098, 0.384, 3.250)
H (0.137, 4.262, 5.629)
H (1.104, 2.828, 5.302)
H (-0.661, 2.710, 5.405)
H (0.857, 4.318, 3.270)
H (-2.141, 3.676, 3.467)
H (-1.354, 4.587, 2.169)
H (-1.400, 5.237, 3.808)
H (2.599, 1.137, 1.223)
H (3.129, 3.466, 3.151)
H (2.733, 3.674, 1.444)
H (4.228, 2.857, 1.929)
H (2.892, 1.092, 4.280)
H (4.159, 0.651, 3.141)
H (2.686, -0.307, 3.213)
H (-0.379, -0.640, 2.455)
H (-0.226, 0.481, 5.319)
H (1.023, -0.495, 4.545)
H (-0.554, -1.192, 4.891)
H (-2.346, 1.172, 3.964)
H (-2.609, -0.522, 3.581)
H (-2.498, 0.662, 2.273)
C (-5.439, -0.254, -1.448)
C (-4.883, 0.826, -0.492)
C (-5.249, 0.476, 0.959)
C (-5.446, 2.204, -0.872)
C (-3.437, 0.803, -0.650)
C (-2.200, 0.788, -0.792)
H (-6.526, -0.259, -1.362)
H (-5.067, -1.244, -1.188)
H (-5.177, -0.037, -2.483)
H (-6.334, 0.466, 1.056)
H (-4.854, 1.219, 1.652)
H (-4.866, -0.506, 1.237)
H (-6.531, 2.188, -0.778)
H (-5.191, 2.457, -1.900)
H (-5.054, 2.981, -0.217)
C (2.759, -4.437, 0.317)
Si (3.480, -3.118, -0.783)
C (4.992, -3.696, -1.679)
C (3.761, -1.547, 0.174)
C (2.184, -2.724, -2.160)
Te (0.322, -2.157, -1.405)
C (-0.556, -4.043, -1.155)
Si (-1.651, -4.517, -2.690)
C (-2.257, -6.233, -2.356)
C (-3.025, -3.257, -2.744)
C (-0.571, -4.425, -4.203)
H (3.479, -4.690, 1.098)
H (2.554, -5.358, -0.233)
H (1.841, -4.122, 0.820)
H (5.778, -3.932, -0.958)
H (5.381, -2.936, -2.357)
H (4.792, -4.600, -2.257)
H (4.494, -1.706, 0.966)
H (2.837, -1.196, 0.644)
H (4.136, -0.749, -0.470)
H (2.022, -3.591, -2.803)
H (2.523, -1.875, -2.756)
H (-1.186, -3.985, -0.265)
H (0.236, -4.771, -0.991)
H (-2.846, -6.286, -1.440)
H (-1.435, -6.945, -2.277)
H (-2.897, -6.557, -3.180)
H (-3.657, -3.340, -1.857)
H (-3.663, -3.421, -3.613)
H (-2.654, -2.229, -2.804)
H (0.275, -5.112, -4.136)
H (-0.190, -3.419, -4.397)
H (-1.148, -4.718, -5.082)